Here is 3 unconnected molecules or ions with the total composition C12H33N3O3P from OMol25. Energies are from ωB97M-V/def2-TZVPD.

Last column: Mulliken charge in e.
CARTESIAN COORDINATES (ANGSTROEM)
1 H 4.8063 -1.6437 -0.8189  0.389
2 H -4.0122 -2.1346 2.6357  0.318
3 H -0.3440 0.7938 -1.2631  0.261
4 C -2.7276 -3.8926 -1.7439  -0.726
5 C 4.4158 -0.9811 -0.0445  -1.063
6 H -3.1546 -3.2265 -0.9939  -0.009
7 C -1.8058 2.0056 0.7046  -1.037
8 H -1.2635 0.4038 2.1200  0.210
9 C 4.8593 0.4439 -0.3277  -0.348
10 H -2.5526 2.1181 -0.0893  0.190
11 O -3.0772 -2.4014 -3.6755  -0.453
12 H 4.5059 0.7507 -1.3126  0.338
13 H -2.3094 -1.6503 2.8778  0.345
14 H 4.7857 -1.3441 0.9153  0.269
15 H 3.3274 -1.0495 -0.0433  0.294
16 H -3.5049 -4.5764 -2.0910  0.285
17 P -3.5341 -0.0167 1.4853  -0.189
18 H -3.5159 0.7495 3.5709  0.295
19 H -1.6671 -3.8093 -3.6183  0.354
20 C -0.4437 2.3282 0.0248  0.890
21 H -1.3444 -2.4517 -2.5379  0.252
22 N -0.3004 3.7875 -0.0771  -0.803
23 C -3.1333 -1.7004 2.1551  -0.955
24 H 4.1646 0.2770 2.2894  0.347
25 O 4.3086 1.4056 0.5549  -0.416
26 H -2.0048 2.8431 1.4070  0.326
27 H 5.9547 0.5086 -0.3403  0.332
28 N 0.6579 1.6936 0.7614  -0.484
29 H 6.1843 1.2380 3.3617  0.394
30 H 0.3732 2.1535 -1.8563  0.203
31 C -3.8368 -1.4358 -2.9413  -0.669
32 H 6.4802 2.2605 1.9462  0.298
33 H 6.6364 0.5007 1.8283  0.272
34 H -0.7133 4.2263 0.7371  0.284
35 C -2.1302 -3.1197 -2.9086  -0.295
36 O -4.2478 0.5629 2.9662  -0.467
37 H -4.4556 -0.9520 -3.6989  0.379
38 C 4.5843 1.2231 1.9313  -0.306
39 H -1.9442 -4.4751 -1.2544  0.382
40 H -2.4050 -0.8642 -1.3977  0.063
41 N -0.4323 1.8039 -1.3466  -0.612
42 H -2.8237 -2.3551 1.3354  0.138
43 H 0.6813 4.0397 -0.1030  0.244
44 C -1.9463 0.6225 1.2871  -0.347
45 C -3.0057 -0.4196 -2.1913  -0.645
46 H 4.0337 2.0229 2.4272  0.333
47 H -2.3483 0.1392 -2.8607  0.333
48 H 1.5142 1.7837 0.2192  0.012
49 C 6.0607 1.3101 2.2797  -1.146
50 H 0.8268 2.1613 1.6473  0.204
51 H -3.6619 0.2881 -1.6858  0.395
52 H -4.5149 -1.9456 -2.2471  0.340

Values from the calculation:
Charge: -1
Spin multiplicity: 1
Total energy in eV: -32880.29540
ΔE to the lowest compared entry with this formula, charge and spin in kJ/mol: 53.2
LUMO level in eV: 2.56
Highest occupied orbital energy in eV: -2.444